No. 1
Molecular formula: C23H34NO5SiSn
Method: DFT, ωB97M-V with the def2-TZVPD basis set

Each line ends with the Mulliken charge.
CARTESIAN COORDINATES (ANGSTROEM)
Sn -0.75100 0.69620 1.58680  1.113
C -1.84390 2.99730 -0.76470  -0.504
C -2.68840 1.79920 -1.24850  -0.593
O -2.43170 0.65690 -0.42390  -0.285
C -2.66800 -0.58430 -1.07540  -0.202
C -2.02780 -1.71480 -0.26850  -0.833
O -0.70240 -1.41400 0.18610  0.360
C 1.70120 -1.53400 0.21230  -0.505
C 2.35130 -0.13360 0.16570  -1.771
O 1.44180 0.94760 0.35390  -0.092
C 1.63590 2.01290 -0.59050  -0.324
C 0.59320 3.11340 -0.36720  -0.798
O -0.66530 2.49290 -0.13570  -0.132
H -2.40300 3.60480 -0.04470  0.309
H -1.59310 3.62590 -1.62530  0.348
H -2.42620 1.55820 -2.28530  0.347
H -3.75220 2.05700 -1.20590  0.426
H -2.24080 -0.56140 -2.08390  -0.031
H -3.74520 -0.77640 -1.14930  0.498
H -2.03190 -2.63290 -0.86300  0.484
H -2.59000 -1.88170 0.65700  0.317
H 2.43360 -2.21740 -0.22810  0.594
H 2.56000 -2.19360 2.03320  0.774
H 2.85830 -0.00330 -0.79550  0.499
H 3.11170 -0.08880 0.95650  0.671
H 1.52840 1.60290 -1.60030  0.160
H 2.64110 2.42970 -0.46360  0.486
H 0.56210 3.74910 -1.25730  0.438
H 0.86030 3.73420 0.49840  0.288
C 1.88650 -2.67330 5.07780  -1.178
Si 0.94200 -1.25300 4.26970  -0.138
C 1.66160 0.52710 4.63060  -0.848
C -0.92990 -1.10980 4.73740  -0.941
N 0.86400 -1.12740 2.53720  0.402
C 1.53460 -2.00260 1.67040  0.363
C 0.86470 -3.37010 1.85140  -0.816
C 0.44710 -4.24880 0.94340  -0.694
C 0.36840 -4.18180 -0.49320  -0.889
C 0.34760 -3.07180 -1.23310  -0.872
C 0.39950 -1.67510 -0.66690  1.039
O 0.31280 -0.71090 -1.70120  0.971
C 0.86000 -0.91560 -2.94530  0.317
C 0.04780 -0.61910 -4.05730  -0.627
C 0.51240 -0.85250 -5.33250  -0.731
C 1.81900 -1.30020 -5.53420  -0.709
C 2.65120 -1.52820 -4.43570  -1.125
C 2.17470 -1.36370 -3.15250  0.047
H 2.10470 -2.44590 6.12080  0.458
H 2.84140 -2.88220 4.59650  0.417
H 1.31210 -3.59940 5.07640  0.438
H 1.50060 0.71670 5.68610  0.391
H 1.17110 1.30340 4.03950  0.297
H 2.72600 0.53330 4.42440  0.341
H -1.03540 -1.38490 5.78170  0.439
H -1.53510 -1.79190 4.14400  0.378
H -1.29740 -0.08660 4.61510  0.328
H 0.80580 -3.64180 2.89170  0.360
H 0.15690 -5.21330 1.34790  0.527
H 0.27020 -5.13530 -0.99510  0.511
H 0.28200 -3.14030 -2.30870  0.536
H -0.95760 -0.25400 -3.89850  0.280
H -0.14010 -0.70540 -6.17930  0.487
H 2.18650 -1.47080 -6.53520  0.450
H 3.68150 -1.81010 -4.59590  0.476
H 2.82740 -1.55770 -2.31680  0.273

Force components x, y, z for each atom (eV/Å):
Sn 0.15 0.26 -2.36
C -0.77 -0.10 0.04
C 0.13 0.47 -0.26
O 0.43 -0.06 0.77
C 0.11 -0.52 -0.23
C -0.89 0.26 -0.10
O 0.41 0.88 0.74
C -0.34 0.45 0.07
C 0.41 -0.57 -0.09
O -1.07 -0.17 0.90
C -0.27 0.64 -0.56
C 0.78 -0.03 0.24
O 0.12 -0.66 0.47
H 0.15 -0.07 -0.07
H 0.06 -0.10 0.19
H 0.01 -0.08 0.19
H 0.15 -0.06 -0.04
H -0.08 0.11 0.18
H 0.13 -0.01 0.00
H 0.00 0.10 0.16
H 0.01 -0.10 -0.17
H -0.04 0.12 0.07
H 0.00 0.11 0.19
H -0.16 0.01 0.15
H -0.01 0.09 -0.16
H 0.03 -0.07 0.15
H -0.14 -0.05 -0.02
H -0.02 -0.07 0.14
H -0.12 -0.06 -0.17
C -0.28 0.41 -0.62
Si -0.38 -0.07 2.38
C 0.03 -0.22 -0.91
C 0.39 0.08 -0.60
N -0.21 -0.95 -0.81
C 1.52 0.64 -1.19
C -0.61 0.26 1.45
C -0.36 -0.10 -0.57
C -0.10 -0.01 -0.18
C -0.23 0.14 0.01
C 0.53 -0.18 -0.78
O -0.20 0.25 1.42
C 0.58 -0.23 -1.98
C 0.20 -0.36 1.18
C 0.59 -0.17 -0.30
C 0.00 -0.01 0.43
C -0.21 0.14 -0.87
C -0.84 0.43 0.63
H -0.06 0.23 0.07
H 0.11 0.04 -0.07
H -0.13 0.00 0.00
H -0.26 -0.22 0.30
H 0.05 -0.02 0.14
H 0.18 -0.03 -0.08
H 0.16 -0.07 0.28
H -0.05 -0.09 0.00
H 0.08 -0.09 0.04
H 0.03 -0.18 0.13
H 0.19 -0.08 0.20
H 0.04 -0.03 -0.05
H -0.02 -0.09 -0.11
H -0.06 -0.01 0.01
H -0.03 0.14 -0.06
H 0.02 0.02 -0.03
H 0.01 -0.15 0.02
H 0.14 -0.10 0.13

Output
Net charge: +3
Total energy (eV): -49807.909
Multiplicity: 1
Kohn-Sham gap (spin up / spin down) (eV): 2.78 / 2.79

***

No. 2
Molecular formula: C23H35N2OOs
Method: DFT, ωB97M-V with the def2-TZVPD basis set

Each line ends with the Mulliken spin population.
CARTESIAN COORDINATES (ANGSTROEM)
C 0.62061 2.07638 1.36622  0.098
C -0.63639 1.50367 1.74568  0.304
C -1.62765 1.95416 0.81905  -0.176
C -0.99009 2.80360 -0.14187  0.395
C 0.40534 2.87175 0.19164  -0.057
Os -0.11581 0.86975 -0.22663  2.607
C 0.52830 -1.05330 -2.75622  0.272
C 1.35437 -0.95873 -1.67621  0.064
H 1.84236 -1.83638 -1.25080  0.031
C 1.68850 0.31547 -1.03205  0.142
H 2.03549 1.12083 -1.69174  0.022
H 2.36001 0.16241 -0.18304  -0.033
C 0.09410 -2.34938 -3.36717  -0.022
H 0.32811 -3.20249 -2.72027  -0.002
H -0.99200 -2.36254 -3.55574  0.013
H 0.59156 -2.49250 -4.33906  0.019
C 0.17861 0.15881 -3.56654  0.093
H 0.38408 1.09672 -3.02896  -0.027
H 0.76939 0.16795 -4.49737  0.009
H -0.88636 0.17997 -3.85281  0.011
C -0.88938 0.65774 2.95522  -0.029
H 0.00973 0.09473 3.21795  -0.003
H -1.17876 1.27481 3.81703  0.004
H -1.69897 -0.05347 2.76061  0.008
C -3.09562 1.69147 0.94612  0.006
H -3.27995 0.64003 1.18562  0.001
H -3.51643 2.30349 1.75250  0.002
H -3.61279 1.92838 0.01592  0.000
C -1.66267 3.53604 -1.26446  -0.017
H -2.52462 2.96581 -1.62693  -0.002
H -2.02537 4.52023 -0.93920  0.010
H -0.96443 3.68867 -2.09299  0.003
C 1.42960 3.71193 -0.51461  -0.041
H 1.29001 3.64958 -1.60007  -0.005
H 1.34585 4.76979 -0.22768  0.005
H 2.43747 3.36522 -0.26754  0.004
C 1.90022 1.94341 2.13516  -0.022
H 2.75879 2.15986 1.49423  0.003
H 1.92330 2.63253 2.99242  0.003
H 1.99795 0.92185 2.51888  -0.010
C -1.54429 -0.64149 -0.78080  0.202
C -1.14069 -1.92957 -0.52428  0.048
C -2.71038 -0.39139 -1.50131  -0.002
C -2.03033 -2.99423 -0.68537  -0.022
H -0.14261 -2.03185 -0.07080  0.019
C -3.57647 -1.46567 -1.74778  -0.004
H -2.94784 0.61465 -1.85040  -0.007
C -3.26648 -2.75005 -1.28577  0.061
H -1.72994 -3.99546 -0.36310  -0.001
H -4.51191 -1.27140 -2.28574  0.000
H -3.97999 -3.57237 -1.41616  0.003
C 4.18419 -1.97494 2.24992  0.000
N 3.06012 -2.58892 2.90318  0.001
C 1.79192 -2.40681 2.45597  0.002
N 0.82129 -2.99737 3.23408  0.000
O 1.51290 -1.72313 1.45814  0.017
H 4.17298 -2.19199 1.17553  0.000
H 5.10087 -2.37954 2.68625  0.000
H 4.18290 -0.88405 2.38279  0.000
H 3.18941 -3.08812 3.77228  0.000
H -0.10192 -3.03089 2.82916  0.000
H 1.08981 -3.73363 3.86993  0.000

Force components x, y, z for each atom (eV/Å):
C 0.49 1.41 1.29
C -0.04 0.64 1.63
C -1.20 0.90 0.61
C -0.42 2.01 0.48
C 0.17 2.22 0.85
Os -1.23 -6.38 -4.20
C 0.31 0.00 -1.06
C 0.61 0.75 0.08
H -0.70 -0.04 0.15
C 1.56 -1.03 -0.22
H -0.13 0.02 0.11
H 0.28 0.04 -0.27
C 0.14 -0.30 0.18
H 0.02 0.16 -0.18
H 0.30 0.15 0.09
H -0.13 0.04 0.20
C -0.43 0.53 0.04
H -0.05 -0.26 -0.27
H -0.17 -0.11 0.25
H 0.35 -0.13 0.09
C -0.04 -0.16 -0.01
H -0.16 0.01 0.02
H 0.07 -0.07 -0.21
H 0.16 0.08 0.09
C 0.05 -0.13 0.01
H -0.04 0.16 -0.07
H 0.07 -0.03 -0.16
H -0.05 -0.03 0.15
C -0.04 -0.13 -0.09
H 0.16 0.18 -0.05
H 0.11 -0.20 0.00
H -0.19 0.01 0.06
C 0.02 -0.13 -0.07
H 0.13 0.07 0.16
H -0.02 -0.30 0.00
H -0.14 0.14 -0.15
C 0.05 -0.16 -0.02
H -0.05 -0.06 0.17
H -0.06 -0.13 -0.28
H 0.09 0.16 -0.07
C 1.24 1.80 -0.57
C -0.09 -1.11 1.35
C -0.59 -0.76 0.19
C 0.17 0.03 -0.10
H -0.77 -0.52 -0.13
C -0.15 0.55 -0.16
H -0.11 -0.28 0.11
C 0.01 -0.24 -0.03
H -0.24 0.27 -0.20
H 0.35 -0.23 0.23
H 0.30 0.40 -0.01
C 0.41 0.26 -0.19
N -0.48 -0.25 0.15
C -0.29 0.31 -0.17
N 0.14 0.12 -0.21
O 0.32 -0.35 0.66
H 0.02 0.03 0.24
H -0.14 0.09 -0.13
H 0.03 -0.22 -0.05
H 0.11 0.19 -0.27
H 0.14 -0.08 0.09
H -0.24 0.07 -0.14

Output
Net charge: +1
Total energy (eV): -31904.431
Multiplicity: 5
Kohn-Sham gap (spin up / spin down) (eV): 8.04 / 5.87